Entry from OMol25: a 9-piece molecular cluster, C10H38N16O10 overall in a non-equilibrium geometry (ωB97M-V/def2-TZVPD).

E_LUMO ... -0.25 eV
ΔE to the lowest compared entry with this formula, charge and spin ... 29.5 kcal per mole
Orbital gap ... 0.318 hartree
Structure (SMILES) ... NC(N)=O.NC(N)=O.NC(N)=O.NC(N)=O.NC(N)=O.NC(N)=O.NC(N)=O.NC(N)=O.OCCO
Strongest force on any atom ... 2.306 eV/A

CARTESIAN COORDINATES (ANGSTROEM)
C (1.5873, -2.7693, -2.0944)
O (1.2647, -1.7852, -2.7531)
N (2.1198, -2.6902, -0.8253)
N (1.4668, -4.0830, -2.4634)
H (2.2124, -3.5486, -0.3172)
H (2.0361, -1.8189, -0.3234)
H (1.6724, -4.7843, -1.7831)
H (1.2335, -4.2477, -3.4273)
C (1.1527, 0.7242, 4.1096)
O (1.0405, 1.1323, 2.9394)
N (1.3281, 1.5814, 5.1401)
N (1.1274, -0.5752, 4.4417)
H (1.2115, 2.5627, 4.9631)
H (1.5031, 1.2302, 6.0624)
H (1.5330, -0.7576, 5.3441)
H (1.3234, -1.1839, 3.6617)
C (-1.5639, 3.5953, -2.5848)
O (-0.7544, 3.4556, -1.6619)
N (-2.8860, 3.3601, -2.3747)
N (-1.1480, 3.7212, -3.8620)
H (-3.0095, 3.1716, -1.3904)
H (-3.4883, 3.9234, -2.9551)
H (-1.7506, 3.9285, -4.6367)
H (-0.1494, 3.7700, -3.9728)
C (-2.8749, 3.1262, 1.5922)
O (-3.8305, 2.4212, 1.9271)
N (-2.9916, 4.3795, 1.1114)
N (-1.6005, 2.6631, 1.7311)
H (-3.9197, 4.7287, 0.9631)
H (-2.0988, 4.8021, 0.9253)
H (-0.8399, 3.2547, 2.0155)
H (-1.5309, 1.6737, 1.9134)
C (-0.7388, -4.6279, 1.5676)
O (0.3805, -5.0535, 1.2510)
N (-1.8846, -5.2414, 1.2816)
N (-0.8772, -3.3893, 2.1102)
H (-2.7823, -4.9510, 1.6290)
H (-1.8511, -6.1113, 0.7785)
H (-1.7127, -2.9739, 2.4889)
H (-0.0286, -2.9649, 2.4384)
C (-4.7929, -1.8696, 1.6337)
O (-5.9608, -1.9969, 1.9957)
N (-4.2621, -2.7080, 0.6750)
N (-4.0042, -0.9049, 2.1336)
H (-3.3686, -2.5893, 0.2351)
H (-4.9032, -3.4492, 0.4544)
H (-3.0734, -0.8080, 1.7559)
H (-4.3865, -0.1709, 2.7019)
C (4.7011, 1.7230, -0.7840)
O (5.7304, 2.1846, -1.2731)
N (4.0542, 0.5796, -1.1477)
N (4.0504, 2.3786, 0.2029)
H (4.3075, 0.1537, -2.0224)
H (3.2285, 0.2993, -0.6427)
H (3.1534, 2.0411, 0.5013)
H (4.4632, 3.2443, 0.4979)
C (3.0048, 0.6512, -4.6489)
O (3.2696, 1.5624, -5.4134)
N (3.6744, -0.5593, -4.6133)
N (1.9613, 0.6354, -3.7723)
H (3.3731, -1.2912, -3.9993)
H (4.4726, -0.6278, -5.2183)
H (1.7493, -0.2580, -3.3350)
H (1.3374, 1.4203, -3.8044)
C (-0.7750, -0.5490, 0.1840)
C (0.1795, 0.4685, -0.3958)
O (1.4236, 0.3975, 0.3386)
O (-1.1828, -0.2475, 1.5135)
H (-0.4875, -1.5893, 0.0103)
H (-1.7120, -0.4693, -0.3785)
H (-0.1940, 1.4672, -0.1635)
H (0.3247, 0.3378, -1.4650)
H (1.2376, 0.8941, 1.1568)
H (-0.4748, 0.0006, 2.1265)

Forces on atoms 1 to 2 (eV/Å):
0.30 -0.60 1.65
0.06 -0.94 -0.08

---

Entry from OMol25: a 9-piece molecular cluster, C10H38N16O10PS2 overall in a non-equilibrium geometry (ωB97M-V/def2-TZVPD).

E_LUMO ... -3.77 eV
Orbital gap ... 0.266 hartree
Strongest force on any atom ... 1.514 eV/A
Charge ... +1

CARTESIAN COORDINATES (ANGSTROEM)
C (-1.2288, -3.6145, 0.8266)
C (-0.3941, -2.9354, 0.0415)
S (1.0277, -2.1392, 0.7273)
P (0.1870, -0.4992, 1.9530)
O (0.7220, 0.6223, 0.9999)
O (-1.3786, -0.5092, 1.7359)
S (0.8093, -0.6834, 3.7213)
H (-2.2937, -3.6019, 0.6261)
H (-0.8756, -4.1801, 1.6827)
H (-0.5223, -2.8346, -1.0343)
H (1.5346, -2.9821, 1.6429)
H (0.1146, 1.4212, 1.0038)
H (-1.6669, -0.0211, 0.9421)
C (-1.6761, -2.2705, 6.9098)
O (-0.5582, -2.6158, 7.2438)
N (-1.8889, -1.5088, 5.7883)
N (-2.7959, -2.6120, 7.6161)
H (-2.7940, -1.2073, 5.4826)
H (-1.0682, -1.2499, 5.2694)
H (-2.6658, -3.1681, 8.4405)
H (-3.7215, -2.3325, 7.3547)
C (3.1994, 2.5046, -1.7195)
O (3.9155, 1.7199, -2.3212)
N (2.4329, 2.1194, -0.6552)
N (3.0993, 3.8249, -2.0541)
H (1.8267, 2.7434, -0.1553)
H (2.5021, 1.1623, -0.3743)
H (3.6463, 4.1491, -2.8291)
H (2.5360, 4.4660, -1.5261)
C (2.3685, 5.5451, 1.5201)
O (1.9326, 4.6852, 0.7416)
N (3.6538, 5.5792, 1.8946)
N (1.5595, 6.5107, 2.0511)
H (4.0344, 6.2388, 2.5494)
H (4.2706, 4.8763, 1.5271)
H (0.5906, 6.5157, 1.7937)
H (1.9013, 7.2279, 2.6635)
C (4.5820, 4.8523, 5.3340)
O (5.1147, 5.1176, 4.2666)
N (5.2815, 4.3376, 6.3828)
N (3.2439, 5.0422, 5.5577)
H (4.8662, 4.1091, 7.2657)
H (6.2642, 4.1867, 6.2501)
H (2.6881, 5.3955, 4.8029)
H (2.7988, 4.8256, 6.4292)
C (0.0163, -1.6435, -4.1790)
O (-0.7668, -2.3327, -3.5234)
N (0.1773, -1.8071, -5.5149)
N (0.7811, -0.6777, -3.5927)
H (0.8164, -1.2555, -6.0560)
H (-0.3531, -2.5221, -5.9867)
H (0.6617, -0.5503, -2.6069)
H (1.4506, -0.1115, -4.0806)
C (-1.4462, 3.2657, -0.5001)
O (-1.0003, 2.2412, 0.0481)
N (-0.7741, 4.4333, -0.4700)
N (-2.6205, 3.2415, -1.1687)
H (-1.1146, 5.2607, -0.9243)
H (0.1327, 4.4601, -0.0010)
H (-3.1240, 2.3755, -1.2134)
H (-2.9985, 4.0471, -1.6307)
C (-1.4624, -5.1722, -7.1701)
O (-1.2696, -4.2203, -7.9170)
N (-1.9311, -5.0051, -5.9041)
N (-1.2119, -6.4605, -7.5467)
H (-2.0956, -5.7432, -5.2368)
H (-2.1078, -4.0578, -5.6293)
H (-0.8634, -6.6109, -8.4743)
H (-1.3663, -7.2450, -6.9427)
C (-3.9508, -5.6008, -2.9813)
O (-3.0281, -6.2155, -3.4932)
N (-4.0151, -4.2352, -3.0151)
N (-4.9779, -6.2316, -2.3433)
H (-4.7625, -3.7128, -2.6001)
H (-3.2664, -3.7462, -3.4748)
H (-4.9548, -7.2338, -2.3136)
H (-5.7495, -5.7471, -1.9264)

Forces on atoms 1 to 2 (eV/Å):
0.05 0.04 0.01
-0.25 -0.57 0.15

---

Q: What is the E_LUMO in the first record?
A: -0.25 eV